The following is a quantum chemistry calculation of C49H89AsF12N4O4 as an isolated structure in a non-equilibrium geometry, from the OMol25 dataset.

Each line ends with the Löwdin charge.
Cartesian coordinates (Å):
C  13.44662  -8.23555  29.84501  -0.101
C  12.88328  -9.39403  29.05425  -0.235
C  11.76959  -8.98029  28.06010  -0.110
N  10.91800  -10.10110  27.39621  -0.206
C  10.22263  -10.86369  28.51291  -0.105
C  9.28613  -11.91193  27.90940  -0.138
C  8.19260  -11.35625  26.92846  -0.152
C  8.81674  -10.49505  25.83053  -0.139
C  9.83223  -9.45426  26.43953  -0.081
C  11.92433  -10.88218  26.44240  0.068
H  12.78951  -7.52725  30.34960  0.082
H  14.05013  -7.72025  29.09779  0.064
H  14.18487  -8.51118  30.59809  0.088
H  12.51006  -10.09666  29.79930  0.104
H  13.78133  -9.85426  28.64220  0.109
H  12.19879  -8.39855  27.24434  0.112
H  11.01285  -8.35933  28.53954  0.126
H  9.83696  -10.15066  29.24157  0.143
H  11.07544  -11.37611  28.95815  0.120
H  8.87589  -12.40373  28.79139  0.122
H  9.83209  -12.69109  27.37750  0.116
H  7.50192  -10.78688  27.55045  0.111
H  7.55245  -12.17390  26.59717  0.120
H  8.08478  -9.91710  25.26636  0.100
H  9.34857  -11.02120  25.03779  0.094
H  9.25106  -8.76145  27.04810  0.123
H  10.40350  -8.85925  25.72698  0.081
H  12.63096  -11.34961  27.12817  0.099
H  12.42481  -10.21017  25.74524  0.082
H  11.52860  -11.71808  25.86554  0.097
C  11.96979  -4.67410  18.15178  -0.091
C  13.09025  -5.54858  18.79006  -0.226
C  13.77242  -4.88383  20.01048  -0.165
C  15.06985  -5.61305  20.49177  -0.047
N  15.70019  -4.90904  21.77163  -0.184
C  16.71848  -5.72621  22.46110  -0.099
C  16.80606  -5.08475  23.88393  -0.139
C  15.36740  -4.88258  24.28403  -0.130
C  14.62275  -4.75222  22.88590  -0.082
C  16.25990  -3.47575  21.34898  -0.075
C  17.51345  -3.48197  20.43058  -0.218
C  18.01606  -2.07597  20.18358  -0.095
H  12.25138  -3.76706  17.61691  0.076
H  11.18834  -4.50402  18.89240  0.062
H  11.54252  -5.33646  17.39892  0.062
H  13.82449  -5.82850  18.03466  0.113
H  12.66165  -6.51514  19.05498  0.077
H  13.08487  -4.80268  20.85238  0.097
H  14.04088  -3.84843  19.80084  0.101
H  15.91757  -5.70094  19.81224  0.125
H  14.76701  -6.60166  20.83679  0.109
H  17.67260  -5.71460  21.93418  0.128
H  16.33397  -6.74545  22.42354  0.134
H  17.45086  -4.20595  23.89020  0.116
H  17.28125  -5.75206  24.60296  0.109
H  15.28501  -4.01142  24.93394  0.112
H  14.93552  -5.74361  24.79415  0.090
H  14.05292  -3.84278  22.69538  0.113
H  13.95078  -5.60960  22.84762  0.081
H  16.57929  -3.01259  22.28256  0.122
H  15.40206  -2.89066  21.01749  0.117
H  17.32455  -4.08296  19.54106  0.111
H  18.33157  -3.94736  20.98030  0.106
H  18.51906  -1.49163  20.95405  0.086
H  17.20889  -1.37166  19.98228  0.077
H  18.66276  -2.18299  19.31271  0.088
C  6.51697  -3.45240  20.04055  -0.090
C  7.71298  -2.53645  20.44381  -0.204
C  8.33539  -2.89666  21.81526  -0.185
C  7.31853  -2.65600  22.92833  -0.079
N  7.89314  -3.14900  24.31785  -0.165
C  6.73285  -3.02482  25.36057  -0.090
C  6.88482  -1.58357  25.92219  -0.146
C  8.40154  -1.36022  26.07035  -0.114
C  8.96019  -2.16518  24.83406  -0.076
C  8.41439  -4.64607  24.41836  -0.069
C  7.31709  -5.69753  24.07725  -0.196
C  7.75274  -7.17302  24.15762  -0.081
H  6.74741  -4.51667  20.08890  0.055
H  6.28108  -3.36845  18.97969  0.075
H  5.53123  -3.32526  20.48802  0.071
H  7.36381  -1.50565  20.38356  0.111
H  8.57189  -2.69360  19.79138  0.105
H  9.23276  -2.30540  21.99754  0.106
H  8.72682  -3.91392  21.80716  0.107
H  6.47707  -3.34853  22.90748  0.106
H  6.81327  -1.69111  22.97073  0.147
H  6.86523  -3.65949  26.23680  0.129
H  5.76285  -3.33022  24.96823  0.131
H  6.51848  -1.54116  26.94791  0.121
H  6.48500  -0.80431  25.27333  0.116
H  8.79959  -1.82298  26.97341  0.112
H  8.66856  -0.30344  26.07238  0.122
H  9.88191  -2.68136  25.10257  0.093
H  9.22795  -1.63447  23.92042  0.113
H  8.82483  -4.79046  25.41777  0.129
H  9.22100  -4.69996  23.68722  0.110
H  6.80553  -5.46285  23.14380  0.105
H  6.51276  -5.63106  24.80987  0.100
H  7.00818  -7.92984  24.40450  0.081
H  8.56937  -7.42443  24.83438  0.053
H  8.12643  -7.45969  23.17463  0.042
As  11.99909  -8.22036  22.85483  0.989
F  12.11809  -8.12330  24.65286  -0.295
F  13.73267  -7.74844  22.57598  -0.284
F  11.80279  -8.24291  21.01332  -0.284
F  10.27918  -8.67338  23.04895  -0.258
F  11.56831  -6.47241  22.79939  -0.291
F  12.53141  -9.94184  22.90877  -0.263
N  9.50937  -7.21144  19.97287  0.025
C  9.80984  -7.25234  18.64121  -0.174
C  8.67770  -7.38083  17.94477  -0.079
C  7.57544  -7.42261  18.91052  -0.104
C  8.12173  -7.34325  20.11558  -0.163
H  10.17557  -7.15893  20.73017  0.081
H  10.84322  -7.38778  18.35805  0.103
H  8.51648  -7.52557  16.88673  0.097
H  6.50176  -7.48288  18.81058  0.098
H  7.61854  -7.28009  21.06909  0.087
C  12.69316  -1.93085  27.14782  -0.052
C  12.31858  -2.96738  28.00105  -0.081
C  11.93327  -4.22183  27.51336  -0.073
C  12.08830  -4.44329  26.15041  -0.116
C  12.38359  -3.43833  25.27809  -0.160
C  12.67543  -2.19835  25.75212  -0.092
H  12.88522  -0.93031  27.50617  0.107
H  12.23354  -2.80054  29.06470  0.104
H  11.60959  -4.96756  28.22437  0.096
H  11.86624  -5.42105  25.74905  0.092
H  12.31968  -3.70918  24.23456  0.097
H  12.80366  -1.32780  25.12595  0.106
C  10.09359  -11.69242  20.37999  -0.043
C  10.22289  -11.91193  21.90521  -0.217
O  10.75783  -13.20200  22.03272  0.017
C  10.45655  -14.03473  23.08651  -0.236
O  9.74309  -13.68805  24.10098  0.056
C  11.03709  -15.45476  23.06098  -0.591
F  12.07431  -15.52514  23.88192  0.182
F  10.13014  -16.29482  23.47859  0.211
F  11.46844  -15.73975  21.81593  0.166
H  9.91080  -10.63070  20.21433  0.062
H  9.23715  -12.23022  19.97334  0.080
H  10.92357  -11.86587  19.69505  0.085
H  9.27054  -11.70540  22.39355  0.125
H  10.97815  -11.20700  22.25270  0.083
C  15.80896  -8.16978  26.05561  -0.047
C  16.86346  -9.19902  25.69922  -0.216
O  16.24273  -10.31008  25.11732  0.005
C  16.77894  -10.83408  23.96629  -0.302
O  17.62805  -10.40015  23.19711  0.153
C  16.00241  -12.11828  23.61114  -0.623
F  15.40130  -11.90248  22.47539  0.208
F  16.79968  -13.19454  23.62938  0.183
F  15.04721  -12.36283  24.45162  0.185
H  16.23860  -7.26097  26.47699  0.084
H  15.13001  -8.53601  26.82568  0.057
H  15.14109  -7.99521  25.21206  0.065
H  17.34354  -9.66622  26.55909  0.137
H  17.65584  -8.79328  25.07024  0.122

Summary:
**2S+1**: 1
**Kohn-Sham gap**: 7.657 eV
**Net charge**: +2
**LUMO**: -4.06 eV
**E**: -5874.14747 Eh



The following is a quantum chemistry calculation of one molecule with the formula C4H9NO in a non-equilibrium geometry, from the OMol25 dataset.

Each line ends with the Löwdin charge.
Cartesian coordinates (Å):
C  0.95229  1.70662  0.16023  0.029
C  0.41224  0.50852  0.08804  -0.239
C  1.03511  -0.62781  -1.14687  -0.020
C  -0.59572  -0.13228  0.90665  -0.281
N  -1.92858  0.11750  0.56682  0.087
O  -0.13635  -1.74057  0.50534  -0.223
H  1.66841  2.03142  -0.58752  0.063
H  0.78780  2.37181  0.99974  0.063
H  0.41112  -0.25571  -1.95777  0.049
H  1.14581  -1.70153  -1.26978  0.049
H  2.05441  -0.26701  -1.22617  0.040
H  -0.40056  -0.18643  1.97363  0.141
H  -2.59878  0.24312  1.30941  0.092
H  -2.09182  0.32994  -0.40790  0.100
H  -0.71538  -2.39757  0.08613  0.048

Summary:
**2S+1**: 1
**Kohn-Sham gap**: 9.747 eV
**LUMO**: 0.89 eV
**SMILES**: C=C(C)[C@@H](N)O
**E**: -287.66702 Eh
**Relative energy (zero: lowest compared OMol25 entry of this formula, charge and spin)**: 434.3 kJ/mol



The following is a quantum chemistry calculation of one molecule with the formula C18H20FN3O4, from the OMol25 dataset.

Each line ends with the Löwdin charge.
Cartesian coordinates (Å):
C  0.46485  -5.83615  -2.51421  -0.061
C  1.82783  -5.70330  -1.85044  -0.214
O  1.87935  -4.57966  -0.97076  -0.003
C  2.11123  -3.38661  -1.55302  -0.545
O  2.29771  -3.21613  -2.73504  0.091
N  2.13188  -2.39216  -0.63201  -0.030
C  2.31588  -1.02554  -1.05551  -0.115
C  1.13320  -0.17170  -0.60088  -0.110
N  0.89401  -0.37458  0.81761  -0.047
C  -0.22138  0.07059  1.41266  -0.076
C  -1.30575  0.87327  1.04317  -0.102
N  -1.72417  1.46411  -0.09372  0.075
C  -2.81520  2.42494  -0.06294  -0.128
C  -2.30729  3.81383  0.23764  -0.212
C  -2.24153  4.25942  1.55261  -0.016
C  -1.72491  5.50813  1.84641  0.006
C  -1.27246  6.30174  0.80769  -0.277
F  -0.76513  7.52054  1.08423  0.057
C  -1.32448  5.88329  -0.50950  -0.008
C  -1.84339  4.63126  -0.78586  -0.041
C  -1.91520  0.76679  2.37754  -0.286
O  -2.91963  1.20469  2.89296  0.079
C  -0.74035  -0.09499  2.78180  -0.275
O  -0.34867  -0.67826  3.76743  0.088
C  1.76630  -1.29738  1.51011  -0.105
C  1.81615  -2.63002  0.76570  -0.101
H  0.44198  -6.73702  -3.12040  0.077
H  -0.31785  -5.89387  -1.76138  0.078
H  0.28137  -4.97657  -3.15407  0.074
H  2.04251  -6.56428  -1.21423  0.123
H  2.60813  -5.59564  -2.61055  0.122
H  2.38478  -1.03078  -2.14528  0.129
H  3.25245  -0.62665  -0.65081  0.131
H  1.35062  0.88548  -0.79860  0.130
H  0.23866  -0.46161  -1.16573  0.135
H  -1.05871  1.57883  -0.84566  0.131
H  -3.31310  2.39896  -1.03591  0.125
H  -3.51333  2.10527  0.71124  0.122
H  -2.60281  3.62508  2.34794  0.108
H  -1.67179  5.86952  2.86088  0.120
H  -0.96665  6.53124  -1.29389  0.117
H  -1.89607  4.29296  -1.81108  0.112
H  2.77093  -0.86722  1.58237  0.131
H  1.38388  -1.44930  2.51976  0.121
H  0.84635  -3.13505  0.83764  0.136
H  2.56977  -3.28545  1.21412  0.133

Summary:
**2S+1**: 1
**Kohn-Sham gap**: 8.267 eV
**LUMO**: 0.29 eV
**SMILES**: CCOC(=O)N1CCN(c2c(NCc3ccc(F)cc3)c(=O)c2=O)CC1
**E**: -1263.00358 Eh
**Relative energy (zero: lowest compared OMol25 entry of this formula, charge and spin)**: 212.5 kJ/mol



The following is a quantum chemistry calculation of one molecule with the formula C2H4INO2 in a non-equilibrium geometry, from the OMol25 dataset.

Each line ends with the Löwdin charge.
Cartesian coordinates (Å):
N  -0.17183  0.09857  0.70629  -0.065
C  0.76812  0.14520  -0.41559  -0.612
I  2.26813  1.86999  -0.47681  0.695
C  1.50676  -1.19811  -0.47119  -0.602
O  2.47512  -1.39261  -1.13615  0.086
O  0.83648  -2.10618  0.26109  0.105
H  -1.20240  0.27475  0.54536  0.118
H  0.10140  0.56611  1.62037  0.112
H  0.05180  0.09431  -1.25222  0.110
H  0.25400  -1.71888  0.87950  0.052

Summary:
**2S+1**: 1
**Kohn-Sham gap**: 9.440 eV
**LUMO**: -0.26 eV
**SMILES**: N[C@@H](I)C(=O)O
**E**: -581.52520 Eh
**Relative energy (zero: lowest compared OMol25 entry of this formula, charge and spin)**: 17.5 kJ/mol



The following is a quantum chemistry calculation of C17H23N4Pd as an isolated structure, from the OMol25 dataset.

Each line ends with the Löwdin charge.
Cartesian coordinates (Å):
Pd  0.42711  0.06766  -0.19131  0.828
N  -0.56331  1.62772  0.96883  -0.061
C  -0.69570  1.13311  2.35528  -0.223
C  -1.17715  -0.31154  2.32482  -0.186
N  -0.32956  -1.16409  1.47146  -0.135
C  0.74788  -1.89683  2.16087  -0.199
C  1.91317  -1.04981  2.65281  -0.257
N  2.50943  -0.25715  1.58190  0.002
H  -0.12266  2.54083  0.95203  0.099
H  -1.48595  1.74719  0.55943  0.101
H  -1.39872  1.73270  2.93734  0.124
H  0.28124  1.21463  2.82709  0.101
H  -2.18938  -0.33596  1.91618  0.128
H  -1.22906  -0.70491  3.34436  0.129
H  -0.89973  -1.85375  0.99613  0.118
H  1.11388  -2.63980  1.45033  0.112
H  0.33339  -2.43392  3.02070  0.125
H  2.62037  -1.74213  3.12026  0.120
H  1.58440  -0.37597  3.44556  0.105
H  3.10737  -0.82768  0.99515  0.076
H  3.08712  0.48557  1.95362  0.082
N  0.96308  -1.48971  -1.16615  0.022
C  1.94406  -1.27840  -1.94864  -0.340
C  2.56902  -2.36021  -2.74415  -0.186
C  3.16857  -2.07414  -3.96832  -0.032
C  3.73378  -3.09215  -4.72063  -0.066
C  3.71034  -4.39678  -4.24838  -0.070
C  3.11729  -4.68539  -3.02589  -0.067
C  2.54620  -3.67140  -2.27551  -0.032
C  2.44906  0.11934  -1.99460  -0.207
C  1.49151  1.14694  -1.98752  -0.141
C  1.88466  2.48221  -1.86240  -0.069
C  3.22610  2.79134  -1.75970  -0.062
C  4.18037  1.77255  -1.78835  -0.042
C  3.80106  0.44753  -1.90188  -0.023
H  3.18056  -1.05634  -4.33977  0.118
H  4.18965  -2.86891  -5.67594  0.109
H  4.15527  -5.19066  -4.83361  0.109
H  3.10282  -5.70298  -2.65861  0.108
H  2.07508  -3.88316  -1.32473  0.103
H  0.45149  0.90352  -2.24705  0.110
H  1.14165  3.26928  -1.88285  0.113
H  3.54170  3.82304  -1.68197  0.113
H  5.23125  2.02459  -1.72745  0.116
H  4.54499  -0.33935  -1.91943  0.127

Summary:
**2S+1**: 1
**Kohn-Sham gap (alpha / beta)**: 8.065 / 8.065 eV
**Net charge**: +1
**LUMO (alpha / beta)**: -3.31 / -3.31 eV
**E**: -1008.28618 Eh
**Relative energy (zero: lowest compared OMol25 entry of this formula, charge and spin)**: 0.0 kJ/mol